Entry 1:
A molecular structure, C21H80BBr2GaNO19 at a distorted geometry, computed with ωB97M-V/def2-TZVPD.

Properties
E_LUMO in eV: 1.7
HOMO-LUMO gap in eV: 6.180
Molar mass in u: 891.20
Charge: -1

Element x y z (Å)
C (2.97, 1.54, 3.32)
C (2.27, 1.15, 2.08)
Br (3.26, -0.11, 0.97)
C (1.09, 1.55, 1.71)
Br (0.27, 0.88, 0.09)
Ga (-0.15, 2.85, 2.76)
B (-1.66, 1.58, 3.59)
N (-1.37, 0.72, 4.72)
O (-2.95, 1.52, 3.04)
H (3.89, 2.07, 3.10)
H (2.38, 2.18, 3.95)
H (3.19, 0.64, 3.86)
H (-0.74, 3.91, 1.72)
H (0.69, 3.60, 3.90)
H (-0.38, 0.50, 4.66)
H (-1.84, -0.17, 4.56)
H (-2.91, 0.92, 2.29)
C (2.87, -1.78, -2.52)
O (2.95, -3.12, -2.01)
H (2.96, -1.82, -3.60)
H (1.92, -1.32, -2.25)
H (3.69, -1.17, -2.12)
H (2.87, -3.06, -1.05)
C (-0.76, -2.10, -2.87)
O (-0.43, -3.37, -2.29)
H (-1.84, -2.07, -3.01)
H (-0.46, -1.28, -2.22)
H (-0.28, -2.00, -3.85)
H (0.53, -3.42, -2.18)
C (3.17, 2.87, -2.40)
O (3.34, 1.58, -1.83)
H (3.32, 2.79, -3.48)
H (2.16, 3.25, -2.22)
H (3.90, 3.58, -2.00)
H (3.21, 1.66, -0.88)
C (3.55, -3.47, -6.39)
O (3.62, -4.81, -5.88)
H (3.63, -3.52, -7.47)
H (2.60, -3.02, -6.11)
H (4.37, -2.87, -5.99)
H (3.55, -4.75, -4.92)
C (-3.80, -4.78, -1.38)
O (-3.05, -3.79, -0.68)
H (-4.74, -4.93, -0.84)
H (-4.03, -4.44, -2.39)
H (-3.26, -5.72, -1.42)
H (-2.22, -3.67, -1.16)
C (3.49, 4.50, 6.35)
O (2.86, 4.15, 5.13)
H (3.62, 3.59, 6.93)
H (4.47, 4.96, 6.18)
H (2.86, 5.20, 6.92)
H (2.75, 4.95, 4.62)
C (-5.92, 2.37, 4.40)
O (-5.50, 1.10, 4.88)
H (-7.01, 2.38, 4.37)
H (-5.58, 3.16, 5.07)
H (-5.53, 2.54, 3.40)
H (-4.54, 1.12, 4.89)
C (-3.95, -0.81, 7.24)
O (-3.23, 0.18, 7.98)
H (-4.89, -0.99, 7.74)
H (-4.15, -0.46, 6.23)
H (-3.38, -1.74, 7.20)
H (-2.40, 0.34, 7.51)
C (2.35, 0.94, 7.88)
O (2.43, 1.00, 6.46)
H (3.33, 0.66, 8.26)
H (2.07, 1.91, 8.29)
H (1.62, 0.19, 8.19)
H (1.55, 1.25, 6.13)
C (4.99, 0.66, -5.86)
O (5.24, -0.67, -5.42)
H (3.92, 0.80, -5.95)
H (5.38, 1.39, -5.15)
H (5.45, 0.83, -6.84)
H (6.19, -0.77, -5.34)
C (1.89, -2.63, 9.26)
O (2.99, -1.74, 9.44)
H (1.09, -2.07, 8.79)
H (2.15, -3.47, 8.62)
H (1.53, -3.00, 10.23)
H (3.70, -2.24, 9.86)
C (-4.66, -8.17, 0.25)
O (-4.26, -8.16, -1.12)
H (-5.28, -7.29, 0.41)
H (-5.25, -9.06, 0.48)
H (-3.80, -8.12, 0.91)
H (-3.71, -8.94, -1.27)
C (-6.18, 6.21, 6.15)
O (-6.21, 6.25, 4.73)
H (-5.15, 6.05, 6.47)
H (-6.54, 7.16, 6.56)
H (-6.80, 5.39, 6.53)
H (-7.13, 6.39, 4.47)
C (-3.75, -1.12, -4.95)
O (-2.46, -0.66, -5.32)
H (-4.14, -0.43, -4.20)
H (-4.42, -1.13, -5.81)
H (-3.71, -2.12, -4.51)
H (-2.11, -1.27, -5.97)
C (0.30, -2.66, -8.42)
O (-0.85, -2.72, -7.58)
H (0.56, -1.61, -8.55)
H (1.14, -3.19, -7.96)
H (0.08, -3.10, -9.40)
H (-1.08, -3.65, -7.46)
C (2.86, 1.85, -8.83)
O (3.69, 2.77, -8.11)
H (1.95, 1.72, -8.26)
H (2.62, 2.23, -9.82)
H (3.36, 0.88, -8.92)
H (4.50, 2.88, -8.61)
C (-4.86, -0.42, 0.03)
O (-4.60, -1.67, 0.66)
H (-5.29, 0.25, 0.77)
H (-3.94, 0.03, -0.36)
H (-5.57, -0.53, -0.80)
H (-4.22, -2.26, 0.00)
C (5.57, 5.88, -6.51)
O (4.26, 5.42, -6.19)
H (5.67, 6.89, -6.11)
H (6.33, 5.24, -6.05)
H (5.73, 5.91, -7.59)
H (4.17, 4.53, -6.54)

---

Entry 2:
C2H4N2O2 in the gas phase at a distorted geometry, computed with ωB97M-V/def2-TZVPD.

Properties
E_LUMO in eV: -0.7
HOMO-LUMO gap in eV: 9.120
Molar mass in u: 88.07
SMILES: [H]/N=C\OC(N)=O

Element x y z (Å)
H (2.02, 1.41, 0.52)
N (1.47, 0.91, -0.17)
C (0.23, 1.12, -0.24)
O (-0.95, 0.66, 0.63)
C (-1.14, -0.64, 0.45)
N (-0.03, -1.16, -0.29)
O (-2.17, -1.26, 0.58)
H (-0.15, 2.04, -0.69)
H (0.92, -1.08, 0.04)
H (-0.20, -2.01, -0.82)

---

Entry 3:
2 unconnected molecules or ions with the total composition C4H8NO2 at a distorted geometry, computed with ωB97M-V/def2-TZVPD.

Properties
E_LUMO (alpha / beta) in eV: -4.7 / -4.7
HOMO-LUMO gap (alpha / beta) in eV: 8.132 / 8.133
Molar mass in u: 102.11
Charge: +1

Element x y z (Å)
C (-2.39, -0.29, -0.04)
C (-1.53, 0.60, -0.58)
C (1.02, -1.54, 0.23)
C (1.06, -0.11, -0.27)
N (1.66, 0.88, 0.32)
O (-2.98, -1.05, 0.56)
O (-1.18, 1.72, 0.20)
H (-1.20, 0.32, -1.57)
H (1.85, -1.75, 0.82)
H (1.09, -2.30, -0.53)
H (-0.04, -1.70, 0.60)
H (0.78, 0.16, -1.26)
H (2.05, 0.89, 1.23)
H (-1.91, 2.33, 0.34)
H (1.72, 1.84, -0.06)

---

Entry 4:
2 unconnected molecules or ions with the total composition C2H8NO2P at a distorted geometry, computed with ωB97M-V/def2-TZVPD.

Properties
E_LUMO in eV: 0.2
HOMO-LUMO gap in eV: 9.268
Molar mass in u: 109.06

Element x y z (Å)
C (3.16, -1.24, -0.72)
C (-0.34, -0.51, 0.66)
N (-3.04, 0.78, 0.53)
O (-0.97, 2.17, 0.33)
O (-3.65, 1.99, 0.05)
P (-1.38, 0.77, 0.37)
H (2.06, -1.01, -0.76)
H (3.54, -0.58, 0.09)
H (3.70, -0.90, -1.63)
H (-0.48, -1.57, 0.44)
H (0.73, -0.21, 0.81)
H (3.29, -2.30, -0.54)
H (-3.78, 0.07, 0.30)
H (-2.84, 2.54, 0.08)

---

Entry 5:
A molecular structure, C24H30ClCrN4O7S at a distorted geometry, computed with ωB97M-V/def2-TZVPD.

Properties
Expectation value of S²: 0.7674
E_LUMO (alpha / beta) in eV: -0.9 / -0.6
HOMO-LUMO gap (alpha / beta) in eV: 7.471 / 7.767
Molar mass in u: 606.04
Multiplicity: 2

Element x y z (Å)
Cr (-0.57, 0.27, 0.05)
C (1.60, -2.15, 2.99)
C (1.53, -0.98, 2.02)
C (2.67, -0.02, 2.33)
O (0.27, -0.27, 2.10)
C (1.72, -1.47, 0.55)
O (2.59, -2.27, 0.30)
O (0.93, -0.91, -0.31)
H (1.70, -1.80, 4.01)
H (2.47, -2.75, 2.73)
H (0.71, -2.78, 2.91)
H (2.55, 0.41, 3.33)
H (2.73, 0.78, 1.60)
H (3.60, -0.59, 2.30)
H (-0.40, -0.93, 2.39)
C (-6.73, -0.23, 5.12)
C (-5.92, 0.24, 3.94)
C (-6.25, 1.44, 3.30)
C (-5.50, 1.89, 2.22)
C (-4.42, 1.13, 1.79)
C (-4.07, -0.06, 2.41)
C (-4.83, -0.49, 3.49)
S (-3.56, 1.63, 0.32)
O (-3.95, 2.97, 0.00)
O (-3.83, 0.61, -0.67)
N (-1.95, 1.56, 0.66)
C (-1.39, 2.68, 1.28)
C (-2.02, 3.61, 2.09)
C (-1.31, 4.70, 2.60)
C (0.02, 4.89, 2.33)
C (0.70, 3.96, 1.51)
C (2.06, 4.07, 1.14)
C (2.60, 3.13, 0.31)
C (1.83, 2.05, -0.12)
N (0.56, 1.90, 0.21)
C (-0.01, 2.85, 1.01)
H (-7.77, 0.08, 5.03)
H (-6.33, 0.20, 6.04)
H (-6.69, -1.32, 5.20)
H (-7.10, 2.01, 3.64)
H (-5.75, 2.80, 1.69)
H (-3.24, -0.64, 2.04)
H (-4.57, -1.42, 3.99)
H (-3.07, 3.49, 2.32)
H (-1.84, 5.42, 3.22)
H (0.55, 5.74, 2.72)
H (2.65, 4.90, 1.50)
H (3.64, 3.19, 0.01)
H (2.23, 1.29, -0.77)
N (1.55, 1.21, -3.09)
C (0.44, 0.49, -3.70)
C (-0.90, 0.95, -3.14)
N (-1.30, 0.22, -1.92)
H (1.52, 2.19, -3.35)
H (2.44, 0.83, -3.40)
H (0.57, -0.57, -3.48)
H (0.42, 0.61, -4.79)
H (-1.67, 0.79, -3.90)
H (-0.86, 2.02, -2.91)
H (-1.25, -0.77, -2.12)
H (-2.29, 0.40, -1.73)
Cl (-1.03, -3.46, -1.75)
C (-1.45, -3.72, -0.05)
C (-1.56, -2.42, 0.78)
O (-1.47, -2.53, 2.01)
O (-1.79, -1.32, 0.19)
H (-0.69, -4.35, 0.39)
H (-2.41, -4.23, -0.03)

---

Entry 6:
2 unconnected molecules or ions with the total composition C5H14NO2 at a distorted geometry, computed with ωB97M-V/def2-TZVPD.

Properties
E_LUMO in eV: 3.5
HOMO-LUMO gap in eV: 7.309
Molar mass in u: 120.17
Charge: -1

Element x y z (Å)
C (-2.86, -0.65, 0.03)
N (-1.59, -1.30, 0.24)
C (-0.42, -0.56, 0.77)
C (0.70, -0.55, -0.33)
C (2.11, -0.16, 0.18)
O (2.27, 1.22, 0.13)
C (-0.62, 0.90, 1.15)
H (-2.98, 0.08, -0.79)
H (-3.24, -0.28, 0.99)
H (-3.61, -1.34, -0.34)
H (-1.31, -1.60, -0.69)
H (-0.20, -1.08, 1.71)
H (0.51, -1.48, -0.87)
H (0.43, 0.22, -1.09)
H (2.27, -0.63, 1.18)
H (2.91, -0.59, -0.48)
H (0.36, 1.39, 1.27)
H (-1.13, 1.03, 2.13)
H (-1.21, 1.52, 0.47)
H (2.75, 1.44, -1.07)
H (2.12, 0.84, -2.33)
O (2.74, 1.58, -2.27)

---

Entry 7:
9 unconnected molecules or ions with the total composition C40H98Cl5N6O16 at a distorted geometry, computed with ωB97M-V/def2-TZVPD.

Properties
E_LUMO in eV: 2.3
HOMO-LUMO gap in eV: 8.066
Molar mass in u: 1096.51
Charge: -1

Element x y z (Å)
Cl (26.63, -0.57, 7.81)
O (27.13, 0.57, 7.05)
O (26.88, -0.29, 9.22)
O (25.26, -0.85, 7.57)
O (27.36, -1.76, 7.42)
Cl (26.70, -3.03, 2.53)
C (25.97, -2.84, 4.14)
C (25.63, -1.41, 4.53)
Cl (24.17, -0.79, 3.69)
H (26.66, -3.28, 4.86)
H (25.09, -3.47, 4.11)
H (26.49, -0.78, 4.29)
H (25.45, -1.43, 5.60)
Cl (27.50, -1.20, 13.00)
C (27.21, 0.43, 12.32)
C (25.86, 0.48, 11.64)
Cl (24.47, 0.26, 12.75)
H (27.98, 0.69, 11.59)
H (27.25, 1.16, 13.13)
H (25.78, -0.19, 10.79)
H (25.76, 1.49, 11.23)
C (32.41, 4.65, 0.33)
O (31.22, 3.91, 0.44)
C (31.42, 2.54, 0.07)
C (30.09, 1.81, 0.17)
N (29.68, 1.78, 1.56)
C (28.29, 1.33, 1.65)
C (27.75, 1.34, 3.06)
O (27.89, 2.61, 3.69)
C (27.35, 2.60, 5.00)
H (32.94, 4.44, -0.62)
H (33.18, 4.32, 1.04)
H (32.17, 5.71, 0.34)
H (32.15, 2.15, 0.79)
H (31.74, 2.53, -0.97)
H (30.27, 0.84, -0.31)
H (29.35, 2.35, -0.44)
H (29.76, 2.66, 2.05)
H (28.15, 0.34, 1.21)
H (27.70, 2.09, 1.11)
H (28.30, 0.60, 3.66)
H (26.70, 1.05, 3.13)
H (27.42, 3.58, 5.46)
H (27.84, 1.93, 5.72)
H (26.30, 2.32, 4.92)
C (30.94, 1.47, 3.64)
O (31.20, 1.17, 4.99)
C (30.26, 0.30, 5.55)
C (30.55, 0.14, 7.04)
N (31.92, -0.30, 7.24)
C (32.35, -0.29, 8.62)
C (33.82, -0.60, 8.75)
O (34.14, -1.74, 7.99)
C (35.52, -2.00, 8.10)
H (31.00, 0.55, 3.04)
H (31.67, 2.16, 3.23)
H (29.93, 1.88, 3.50)
H (30.10, -0.65, 5.02)
H (29.26, 0.76, 5.47)
H (29.85, -0.53, 7.54)
H (30.37, 1.13, 7.49)
H (32.51, 0.31, 6.68)
H (31.81, -1.08, 9.15)
H (32.14, 0.67, 9.12)
H (34.06, -0.77, 9.81)
H (34.44, 0.27, 8.50)
H (36.05, -1.13, 7.71)
H (35.81, -2.95, 7.64)
H (35.79, -2.12, 9.16)
C (23.14, 3.90, 5.67)
O (24.38, 3.96, 6.35)
C (24.58, 2.88, 7.24)
C (25.80, 3.21, 8.09)
N (25.81, 4.57, 8.63)
C (24.82, 4.68, 9.73)
C (24.95, 6.04, 10.38)
O (24.42, 7.07, 9.55)
C (24.56, 8.34, 10.14)
H (23.05, 4.80, 5.06)
H (22.33, 3.96, 6.41)
H (23.06, 3.00, 5.06)
H (24.71, 1.94, 6.70)
H (23.71, 2.75, 7.89)
H (26.62, 3.11, 7.37)
H (26.02, 2.49, 8.88)
H (25.39, 5.12, 7.89)
H (24.95, 3.85, 10.42)
H (23.81, 4.59, 9.30)
H (26.01, 6.25, 10.59)
H (24.43, 6.10, 11.35)
H (23.85, 8.38, 10.97)
H (24.24, 9.03, 9.35)
H (25.55, 8.69, 10.44)
C (30.61, 5.74, 5.65)
O (30.37, 5.29, 6.95)
C (29.26, 4.42, 7.05)
C (29.33, 3.69, 8.39)
N (28.67, 4.38, 9.49)
C (28.84, 3.58, 10.68)
C (28.11, 4.10, 11.90)
O (26.83, 3.53, 11.95)
C (25.93, 3.97, 12.94)
H (30.59, 4.87, 4.97)
H (31.63, 6.11, 5.51)
H (29.92, 6.51, 5.30)
H (29.35, 3.64, 6.28)
H (28.30, 4.93, 6.94)
H (30.39, 3.61, 8.64)
H (28.91, 2.69, 8.26)
H (27.65, 4.46, 9.30)
H (29.90, 3.36, 10.86)
H (28.38, 2.58, 10.54)
H (28.01, 5.20, 11.83)
H (28.69, 3.90, 12.81)
H (26.26, 3.51, 13.88)
H (24.94, 3.56, 12.74)
H (25.86, 5.05, 13.05)
C (23.28, 2.45, 15.38)
O (22.49, 1.38, 14.94)
C (21.25, 1.69, 14.30)
C (21.32, 2.58, 13.04)
N (21.59, 1.74, 11.85)
C (21.40, 2.51, 10.60)
C (21.77, 1.62, 9.44)
O (23.16, 1.36, 9.53)
C (23.63, 0.38, 8.63)
H (24.17, 1.96, 15.78)
H (22.80, 3.01, 16.20)
H (23.62, 3.12, 14.59)
H (20.68, 2.27, 15.03)
H (20.81, 0.73, 14.05)
H (22.21, 3.22, 13.14)
H (20.40, 3.12, 12.79)
H (22.57, 1.52, 11.87)
H (21.98, 3.43, 10.59)
H (20.32, 2.69, 10.54)
H (21.58, 2.04, 8.45)
H (21.23, 0.66, 9.51)
H (23.35, 0.66, 7.60)
H (23.21, -0.61, 8.80)
H (24.71, 0.29, 8.77)
C (33.75, -5.35, 8.27)
O (32.72, -4.42, 8.44)
C (31.47, -5.06, 8.65)
C (30.35, -4.02, 8.59)
N (30.17, -3.35, 7.29)
C (29.66, -4.24, 6.28)
C (29.44, -3.37, 5.05)
O (30.72, -2.93, 4.59)
C (30.63, -2.28, 3.34)
H (33.94, -5.87, 9.22)
H (34.63, -4.80, 7.94)
H (33.56, -6.09, 7.48)
H (31.50, -5.46, 9.67)
H (31.27, -5.85, 7.92)
H (30.56, -3.24, 9.33)
H (29.40, -4.46, 8.91)
H (29.46, -2.64, 7.38)
H (28.67, -4.70, 6.44)
H (30.28, -5.09, 5.99)
H (28.88, -2.46, 5.29)
H (28.95, -4.00, 4.30)
H (29.69, -1.77, 3.10)
H (30.73, -3.03, 2.55)
H (31.45, -1.56, 3.26)

---

Entry 8:
C4H6ClFOS in the gas phase at a distorted geometry, computed with ωB97M-V/def2-TZVPD.

Properties
E_LUMO in eV: 0.6
HOMO-LUMO gap in eV: 10.134
Molar mass in u: 156.61
SMILES: O[C@@H]1[C@@H](S)[C@H]1[C@@H](F)Cl

Element x y z (Å)
O (-1.82, -1.62, -0.31)
C (-1.03, -0.60, 0.25)
C (-0.72, 0.66, -0.47)
S (-0.61, 2.18, 0.43)
C (0.35, -0.42, -0.35)
C (1.52, -0.26, 0.51)
F (2.08, -1.50, 0.77)
Cl (2.79, 0.68, -0.41)
H (-2.74, -1.35, -0.23)
H (-1.05, -0.56, 1.35)
H (-1.17, 0.71, -1.46)
H (0.42, 2.74, -0.25)
H (0.57, -0.96, -1.28)
H (1.41, 0.28, 1.45)

---

Entry 9:
C3H3NO2 in the gas phase at a distorted geometry, computed with ωB97M-V/def2-TZVPD.

Properties
E_LUMO (alpha / beta) in eV: -1.0 / -0.6
HOMO-LUMO gap (alpha / beta) in eV: 8.232 / 8.434
Molar mass in u: 85.06

Element x y z (Å)
C (-1.54, -1.23, 0.22)
C (-0.74, -0.70, 1.06)
C (0.98, 0.75, -0.10)
N (0.67, 0.74, -1.31)
O (0.99, 1.14, -2.41)
O (0.41, 0.16, 0.96)
H (-1.76, -1.31, -0.82)
H (-0.82, -0.87, 2.12)
H (1.82, 1.32, 0.29)